Molecular formula: C25H30N7PtSSe2
Method: DFT, ωB97M-V with the def2-TZVPD basis set

Summary:
DFT total energy	-6673.3432	Ha
energy relative to the best compared isomer or geometry (same formula, charge and spin)	14.2	kcal/mol
HOMO-LUMO gap (alpha / beta)	6.94 / 3.89	eV
lowest unoccupied orbital energy (alpha / beta)	-8.6 / -12.0	eV

```
! RIJCOSX wB97M-V def2-TZVPD def2/J DEFGRID3
* xyz 3 5
C 4.111 -1.195 -6.121
H -1.562 -3.347 -3.462
H -0.080 5.839 1.003
Pt -0.071 0.103 -0.464
C -0.798 -2.713 -3.018
H -4.049 1.155 -2.674
H -2.262 -0.383 -3.688
H 6.155 2.049 2.290
Se -1.670 -1.662 -1.637
H -2.748 -1.007 2.184
H 5.229 0.122 3.527
N 1.606 -0.137 0.975
C 1.566 -1.018 1.949
H -0.347 -2.057 -3.758
H 4.957 3.033 0.382
H -0.040 -3.325 -2.536
C -1.547 0.698 2.389
H 0.688 -2.954 1.766
N -0.801 -1.488 1.577
C 5.210 1.621 1.985
C 4.704 0.548 2.682
C -0.915 2.624 1.677
H -1.612 -1.097 3.514
H 2.866 -1.567 3.509
C 0.442 -1.980 2.190
H 5.976 -0.823 -4.108
C -0.306 3.729 0.980
H -1.455 6.165 3.026
C 3.906 -0.764 -4.706
N 2.662 -0.964 2.726
H -1.277 1.557 -4.136
H -3.785 0.387 -1.113
C -1.714 -0.786 2.468
H 0.318 -2.131 3.266
N 3.431 -0.008 -2.080
H 5.163 -1.184 -6.395
C 3.482 0.051 2.238
H 2.805 2.086 -0.399
H -3.664 -1.264 -3.069
C -2.832 -0.616 -2.791
N -0.864 1.325 1.394
H 0.309 3.551 0.109
S 0.837 0.165 -2.646
C 4.679 -0.246 -2.498
C 4.957 -0.631 -3.799
H 5.469 -0.132 -1.765
C -0.517 4.974 1.482
H 3.729 -2.209 -6.253
C 2.521 -0.145 -3.034
H -0.633 3.073 -3.475
H -2.368 2.958 -3.866
Se -1.872 1.864 -1.682
H -1.294 -2.261 1.149
C -1.680 2.845 2.868
C -1.497 2.414 -3.507
C 4.522 2.183 0.891
C -3.318 0.618 -2.070
C -1.902 4.077 3.375
C 2.805 0.578 1.146
H -2.485 4.261 4.268
N -2.056 1.556 3.266
C -1.304 5.160 2.653
C 3.319 1.673 0.456
H 3.551 -0.546 -6.793
H -2.593 1.317 4.090
N 2.651 -0.495 -4.310
*
```

---

Molecular formula: C26H72N6O7
Method: DFT, ωB97M-V with the def2-TZVPD basis set

Summary:
DFT total energy	-1888.7286	Ha
energy relative to the best compared isomer or geometry (same formula, charge and spin)	18.6	kcal/mol
HOMO-LUMO gap (alpha / beta)	1.64 / 8.97	eV
lowest unoccupied orbital energy (alpha / beta)	2.5 / 2.4	eV

```
! RIJCOSX wB97M-V def2-TZVPD def2/J DEFGRID3
* xyz -1 2
H 2.004 -3.982 -1.944
O 0.784 4.568 5.936
H 0.918 -4.931 -3.115
C -1.378 -4.108 3.684
H 0.435 -2.287 -3.034
H 0.057 -0.256 2.066
H -2.207 -0.043 3.054
H 0.393 6.138 7.164
H -4.691 -1.396 0.971
O 1.845 0.257 1.202
H -0.024 -1.985 4.813
C 3.042 -0.298 0.721
H 1.230 -2.901 3.977
H -3.734 2.515 -3.541
H -3.460 -1.302 2.881
H 2.904 1.733 -1.939
H -3.898 0.421 3.110
H -2.703 0.395 -3.245
H 4.445 1.393 -1.516
H 4.023 4.636 -0.535
N 1.590 1.335 4.191
H -0.405 -0.615 -1.967
H -0.758 -4.215 5.770
C 0.075 5.104 7.034
C 1.628 2.775 4.459
H 3.409 -1.060 1.409
H -2.010 2.664 -3.449
C -5.717 -0.243 -1.355
C -2.812 2.238 -4.052
H 1.232 -0.180 -1.644
H 1.028 -2.857 5.720
C 1.333 3.560 3.217
C 0.260 -1.215 0.032
H -5.145 0.318 1.000
H -1.006 -0.147 -5.086
C 0.819 -0.688 1.418
H 1.187 -5.396 3.973
H 0.394 4.493 7.878
H -1.910 -5.038 3.483
H 1.020 -1.668 1.851
H 1.981 1.050 3.305
H -5.759 -0.256 -2.444
C -0.643 -4.772 1.557
H 0.273 3.461 2.983
H -1.002 5.068 6.865
H -0.368 -4.435 0.557
H 2.896 -0.841 -0.213
C -4.298 -0.418 -0.880
H -2.803 -1.756 -0.869
H 4.725 5.605 -4.251
H -6.311 -1.123 -1.108
C 0.659 3.189 5.609
H 1.853 3.248 2.311
H -2.917 -3.052 -5.238
H -1.804 -1.723 -5.656
H -1.572 1.214 -5.749
H -6.230 0.690 -1.123
H 2.513 -4.578 -3.402
N -3.696 -1.689 -1.337
H 2.035 -2.005 -3.669
H 6.365 5.686 -4.629
O -3.064 -0.136 1.239
N 3.870 1.844 -2.214
H 0.144 -5.390 1.988
H 3.767 0.483 0.488
H 4.325 3.121 0.060
C 0.490 -2.946 4.776
H -0.142 0.747 -0.958
H -0.334 2.842 5.321
H 2.580 2.939 4.963
C -3.193 -0.271 2.649
H -1.486 -5.413 1.298
H -3.759 0.408 -1.343
H 5.944 2.871 -2.986
N -1.312 0.791 -4.869
N -1.096 -1.775 0.117
O 0.801 -2.944 -4.957
O -3.828 -1.294 -5.097
H 0.658 1.075 3.901
C 4.069 3.304 -2.048
H -2.966 2.835 -4.950
C 0.250 -0.247 -1.177
C -4.375 -0.390 0.693
H 2.648 3.593 -0.378
C 3.694 3.607 -0.685
H 1.467 -3.397 -5.481
H 0.889 2.658 6.533
O -0.920 -3.693 2.380
C -2.601 0.772 -4.262
H 1.513 4.629 3.329
C -2.831 -2.082 -5.726
C 5.654 5.058 -4.092
C -3.587 0.110 -5.219
C -0.281 -4.201 4.790
H -3.391 -1.518 -2.284
N 0.620 -5.403 4.808
H -1.039 -2.496 0.822
H -2.148 -3.393 3.973
H -3.027 -2.128 -6.797
H 0.849 -2.061 -0.323
H 6.108 3.189 -1.336
H 3.418 3.787 -2.777
C 1.629 -4.120 -2.958
H -4.592 0.478 -5.015
O 5.942 4.903 -2.682
C 1.214 -2.721 -3.662
H 1.248 -5.327 5.596
H 5.610 4.180 -4.737
H -3.463 0.326 -6.281
C 5.566 3.541 -2.214
H -1.623 -1.042 0.570
*
```

---

Molecular formula: C15H35IN5O2S
Method: DFT, ωB97M-V with the def2-TZVPD basis set

Summary:
DFT total energy	-1712.0887	Ha
HOMO-LUMO gap	3.38	eV
lowest unoccupied orbital energy	-6.0	eV

```
! RIJCOSX wB97M-V def2-TZVPD def2/J DEFGRID3
* xyz 1 1
H -0.205 -4.154 -6.223
H -1.007 1.008 0.177
H -1.703 1.349 2.802
I 1.266 -6.846 -6.340
H -1.794 0.212 -1.198
N -2.270 -1.100 1.461
H 2.154 1.975 0.537
C 0.183 -4.820 -3.994
C -1.161 -0.719 2.341
H 2.985 4.688 3.061
H 1.514 5.551 -1.057
H -1.813 -3.136 1.449
C 2.224 2.551 1.468
H -2.455 1.701 -0.546
H 0.231 -6.279 -1.028
H -1.158 -1.804 -1.210
H -2.454 -2.741 -4.337
C 1.730 5.227 -0.029
H 0.039 -1.897 0.101
C 0.877 4.118 2.856
H 3.130 3.160 1.393
H 2.762 4.866 -0.014
H 3.281 0.911 2.391
O -1.319 -1.461 -6.108
N -0.078 -4.717 -2.504
H -2.361 0.148 3.937
C -1.496 0.406 3.317
N 1.024 3.383 1.598
N 0.275 -6.001 -2.045
H -0.646 0.582 3.984
H -0.274 -0.431 1.768
H 2.583 2.028 3.561
H 0.771 3.389 3.670
O -0.495 -1.358 -3.748
H 1.916 5.329 4.305
H 1.537 0.884 2.689
H 1.093 -3.159 -5.281
H 1.893 6.038 2.700
C -1.972 0.758 -0.270
C 1.986 5.093 3.238
C 0.028 -3.681 -5.163
H 1.117 -8.082 -2.969
C -0.881 -2.335 -0.297
H -2.939 -2.657 0.216
C -2.877 -0.022 0.678
N 0.714 -6.191 -4.462
H -3.726 -0.419 0.107
C 2.409 1.540 2.597
H -3.337 0.691 1.373
H 1.659 6.116 0.600
C 0.774 -6.974 -3.134
H 0.617 3.453 -0.447
H -0.263 4.622 0.489
C 0.726 4.158 0.388
S -1.192 -2.311 -4.784
H -0.648 -3.368 -0.592
C -2.017 -2.341 0.720
H -0.080 4.655 2.856
H -0.876 -1.588 2.946
*
```

---

Molecular formula: C19H40BrF7N2O5P2
Method: DFT, ωB97M-V with the def2-TZVPD basis set

Summary:
DFT total energy	-5189.5915	Ha
HOMO-LUMO gap	8.60	eV
lowest unoccupied orbital energy	0.5	eV

```
! RIJCOSX wB97M-V def2-TZVPD def2/J DEFGRID3
* xyz 0 1
H 3.049 9.569 1.081
O -2.192 -4.594 -5.359
H 5.202 5.046 3.076
F 1.324 -4.422 -1.647
C -1.924 1.230 0.935
N 2.152 6.509 2.409
H -2.725 -0.452 1.957
H -1.558 -2.195 2.927
H 1.138 3.882 0.481
H 3.366 6.514 4.099
P -0.819 -3.972 -4.880
H -4.049 -2.420 -1.879
H -1.218 2.052 1.065
H -4.653 -4.090 -1.994
C 4.596 5.752 2.505
H 0.150 -2.104 3.222
H -5.015 -5.862 -4.199
F 0.791 -6.322 -0.048
O 1.439 -2.210 -4.004
H 1.387 -0.256 2.465
N -0.681 -0.431 2.301
H -3.905 -6.457 -5.474
C 1.796 5.801 1.194
F 0.884 -7.843 -1.557
C -3.220 -4.746 -4.337
H 1.352 2.172 3.280
C -1.932 0.283 2.124
F 2.625 -6.804 -0.926
P 0.040 -1.379 -4.084
H 3.323 7.995 0.347
H -1.333 -2.057 5.279
H -2.914 1.673 0.809
H -4.893 -3.398 -4.144
C -4.334 -5.575 -5.003
H -0.176 -0.744 5.226
C -3.844 -3.413 -3.850
C 1.179 -5.598 -2.269
H 0.639 0.913 1.438
H 2.315 8.420 3.219
O -1.042 -2.336 -4.937
C -0.234 -5.555 -2.938
H 0.907 6.274 0.769
H -2.217 0.850 3.024
F -1.106 -5.925 -1.990
H -2.945 -3.845 -1.897
H 2.583 5.874 0.427
H 2.028 -1.802 -3.350
H -1.877 -0.446 4.832
O -0.517 -4.259 -3.291
H 0.671 4.214 2.150
O 0.256 -4.302 -5.755
H 2.905 4.947 3.544
C 2.209 7.951 2.237
H -3.384 -2.524 -4.275
C 1.331 -6.680 -1.168
H -0.362 1.989 3.628
C 0.511 0.395 2.393
H -2.904 -5.336 -3.478
C 3.279 8.524 1.299
H 1.230 8.279 1.872
C -0.770 -1.514 3.267
H 5.155 6.686 2.467
C 1.471 4.333 1.418
H -1.673 0.697 0.017
F -0.358 -6.422 -3.915
H 2.341 3.766 1.756
C -3.857 -3.404 -2.297
F 2.149 -5.677 -3.144
Br -0.613 -1.336 -1.897
H 0.839 0.997 4.470
C 0.575 1.442 3.512
H 4.508 5.359 1.491
H -4.901 -4.957 -5.697
C 3.233 5.927 3.187
C -1.054 -1.155 4.730
H 4.269 8.508 1.753
*
```

---

Molecular formula: C20H15IN2O2PtS2Te4
Method: DFT, ωB97M-V with the def2-TZVPD basis set

Summary:
DFT total energy	-3316.6391	Ha
energy relative to the best compared isomer or geometry (same formula, charge and spin)	1.8	kcal/mol
HOMO-LUMO gap (alpha / beta)	5.51 / 5.51	eV
lowest unoccupied orbital energy (alpha / beta)	-1.9 / -1.9	eV

```
! RIJCOSX wB97M-V def2-TZVPD def2/J DEFGRID3
* xyz 0 1
H -0.178 5.222 4.677
C -4.073 0.890 -3.828
C -0.379 -3.571 4.326
H 1.591 0.268 -4.872
C 0.770 -0.203 -2.938
O -0.435 1.476 0.335
C -1.010 -2.549 5.249
H -4.956 0.243 -1.965
N -0.204 0.826 2.533
C -1.673 0.588 -3.991
C -0.315 -0.233 -2.108
H -2.096 -2.637 5.249
C -0.422 4.130 0.995
N -0.226 -0.484 2.058
C 0.689 0.244 -4.273
H -0.642 -2.649 6.269
I -2.905 -0.889 -0.081
H 1.740 -0.515 -2.576
H -0.139 1.806 4.000
C -2.916 0.985 -4.541
Te 2.647 -2.764 1.031
C -0.339 5.869 2.632
C -0.249 4.932 3.638
C -0.439 -1.360 2.975
S -0.549 -0.897 4.661
C -2.842 -0.006 -1.979
Te 0.621 -2.960 -0.777
H -0.493 6.211 0.510
C -4.038 0.361 -2.523
S -0.693 -3.047 2.622
C -0.502 0.657 -4.782
Pt -0.130 -0.566 -0.116
H -2.925 1.365 -5.555
H -5.018 1.197 -4.255
Te 2.439 -0.091 0.390
C -0.335 3.158 1.996
H 0.699 -3.632 4.478
C -1.597 0.110 -2.652
C -0.346 1.734 1.591
H -0.340 6.922 2.885
Te 4.119 0.301 -1.518
H -0.818 -4.560 4.451
H -0.488 3.794 -0.030
C -0.244 3.569 3.337
H -0.584 1.027 -5.797
C -0.426 5.474 1.298
O -0.148 2.715 4.370
*
```

---

Molecular formula: C39H89N5O5
Method: DFT, ωB97M-V with the def2-TZVPD basis set

Summary:
DFT total energy	-2187.9532	Ha
HOMO-LUMO gap	7.21	eV
lowest unoccupied orbital energy	-6.0	eV

```
! RIJCOSX wB97M-V def2-TZVPD def2/J DEFGRID3
* xyz 4 1
C -2.232 5.003 1.261
H -2.721 1.839 -5.628
H 4.262 -1.748 8.471
C -3.772 3.721 2.740
H -3.148 5.346 0.727
C -0.469 5.301 3.696
C -6.933 -6.134 0.898
H 5.849 -2.957 8.650
C -1.385 4.114 3.476
H 7.959 -1.452 -0.610
H -9.180 -5.296 -3.150
C 5.951 -3.626 9.550
C 3.447 -1.798 9.242
C -2.255 3.973 -9.229
H -8.490 -6.696 -3.982
H -5.492 1.850 2.876
C -1.138 2.909 -6.565
H -6.368 -7.019 0.850
H 5.495 0.449 -1.747
H -7.631 -5.161 -4.037
C 5.103 -2.945 10.674
H -4.607 -4.705 1.961
H -5.565 2.080 1.116
H -5.088 -3.579 -0.127
H 9.615 -0.808 1.156
C 2.057 -2.145 8.564
H -1.526 6.963 4.715
C 8.077 0.752 -0.792
N -2.061 2.537 -8.720
C 7.613 0.122 -3.187
H -8.129 -4.677 -1.019
H -3.509 5.732 4.284
N -6.268 -5.273 -0.185
C -4.978 -5.896 -0.473
H 8.247 -1.219 2.014
H 0.367 -3.645 6.797
H 8.634 0.479 1.674
C 0.621 1.874 -1.717
H -0.644 2.418 -5.724
H -6.727 -4.328 -2.034
H 0.075 -3.712 8.433
H -7.975 -6.294 0.629
C -0.813 2.354 -7.901
H 6.725 -0.575 0.198
C -8.271 -5.812 -3.446
H -4.923 0.566 1.816
H -3.234 3.633 -11.076
C -2.637 2.643 -6.396
H -1.527 5.803 1.177
H -3.491 6.453 2.725
H 1.944 -1.405 7.769
H -4.358 3.951 -9.679
C -1.498 6.529 3.792
H -6.873 -3.350 0.426
H -1.165 7.279 3.070
H -4.087 2.748 -8.105
C -2.842 5.920 3.423
H 7.336 -0.848 -2.764
C -4.933 1.675 1.936
H 1.150 -5.080 7.323
C 6.436 -5.407 8.226
N 3.686 -2.736 10.407
H 9.510 2.396 -4.129
H -4.302 -5.267 -0.994
H -1.789 4.157 0.729
H 5.307 -3.462 11.607
O 5.628 -4.869 9.134
O 1.468 1.564 -2.599
H 5.565 2.018 -2.637
O 0.480 2.396 -0.585
C -3.316 5.646 -10.591
C -3.416 4.215 -10.204
H 7.536 2.801 -3.450
H 6.932 0.333 -3.969
C -5.925 -3.932 0.533
C 9.041 0.346 -3.558
H -2.870 1.837 2.803
H 5.866 1.969 -0.898
C -7.141 -5.050 -1.364
H -2.237 4.576 -8.322
C -3.177 2.281 -7.764
O -0.742 1.630 -2.262
H -7.674 -4.799 2.468
H 5.795 -5.888 7.362
H 3.248 -3.627 10.219
H 3.103 -2.482 11.185
H -1.321 1.910 -10.540
C -5.619 -4.348 1.955
N -2.550 4.622 2.671
C 7.784 -0.554 -0.064
H -1.844 3.858 4.457
H -3.135 3.568 -5.950
H -4.142 5.922 -11.176
H -3.104 2.476 1.212
H -7.984 -7.010 -1.545
H 3.347 -0.747 9.561
C 8.101 2.399 -2.586
H -6.518 -6.028 3.026
H 9.674 -0.279 -2.906
H 5.552 -1.942 10.623
H 0.212 5.394 2.845
H -4.515 -6.116 0.476
H -1.717 0.641 -9.445
H 9.356 0.107 -4.592
H 7.362 -4.845 7.915
H 8.246 3.093 -1.769
H -3.981 3.679 3.842
H -4.563 4.310 2.240
C 0.952 -4.039 7.756
H 6.982 -3.470 9.890
H -3.008 1.529 -10.339
H -6.497 -6.625 -2.563
H -2.373 5.876 -11.052
H -0.641 1.257 -7.967
C 9.379 1.821 -3.265
H -0.818 3.989 -6.491
H 0.001 5.218 4.671
H -0.961 3.271 2.979
H 6.764 -6.476 8.601
C -2.074 1.625 -9.799
H -0.563 0.783 -2.786
H -5.161 -6.860 -0.995
H 7.667 1.492 -0.121
H -1.267 4.314 -9.645
H 9.112 0.923 -1.029
H -5.728 -3.472 2.584
C 8.575 -0.534 1.265
C -7.468 -6.274 -2.180
C -6.758 -5.356 2.214
H 10.314 1.868 -2.676
C -3.562 2.340 2.162
N 7.371 1.138 -2.129
H 0.032 2.778 -8.422
H -3.386 6.368 -9.758
O 2.107 -3.482 7.973
C 5.900 1.418 -1.835
H 1.251 -2.247 9.381
H -3.379 1.234 -7.840
*
```